--- a ---
Density functional theory data (ωB97M-V/def2-TZVPD) for a 14-piece molecular cluster, C5H39NO15 overall.

net charge: 0

Geometry (Å):
O: -1.280 2.864 -2.341
O: 3.866 1.792 -0.050
O: -1.646 -1.057 -5.261
O: -1.665 1.815 0.260
O: -1.729 2.741 4.245
O: -4.042 2.740 -0.701
O: 1.543 -5.233 -2.830
O: -1.824 -3.568 -1.478
O: -3.263 0.554 2.603
O: -1.796 0.014 -2.615
O: -0.053 1.598 2.488
O: 1.078 -3.495 -0.313
O: 2.501 2.639 2.275
O: -1.047 -1.076 -0.158
O: 1.391 2.742 -1.502
N: 1.511 -0.676 2.064
C: 2.373 -1.227 3.151
C: 1.040 -0.682 -1.389
C: 1.871 -2.696 0.597
C: 0.373 -0.746 -0.023
C: 0.924 -1.639 1.103
H: 0.864 -4.996 -2.192
H: 0.336 0.739 2.196
H: 2.946 2.074 -0.124
H: 2.136 -0.090 1.497
H: -1.317 -0.722 -1.034
H: -2.396 -0.558 -3.119
H: -0.950 -1.058 -4.583
H: -2.655 0.280 1.905
H: 2.083 -3.422 1.432
H: 4.123 2.291 0.735
H: 1.374 1.835 -1.808
H: -1.824 2.707 5.213
H: -1.669 0.986 -0.211
H: 2.426 3.391 2.867
H: 1.710 -4.452 -3.351
H: 0.403 -0.096 -2.061
H: -2.817 1.316 2.997
H: 0.450 2.971 -1.398
H: -4.095 3.674 -0.948
H: 0.915 -1.651 -1.864
H: -2.510 2.216 0.500
H: 2.099 -0.470 -1.413
H: -1.892 3.099 -1.632
H: -0.685 1.940 1.829
H: 0.108 -2.198 1.578
H: -4.918 2.453 -0.403
H: -2.250 -2.754 -1.205
H: -0.861 -3.443 -1.496
H: -1.794 0.897 -3.003
H: -0.922 3.749 -2.555
H: 2.707 -2.282 3.217
H: 0.389 0.326 0.288
H: 1.760 -0.940 4.001
H: 1.603 2.273 2.213
H: 3.384 -0.791 3.165
H: 1.489 -4.352 -0.432
H: -1.098 2.010 4.070
H: 2.840 -2.326 0.273
H: -1.617 -2.029 -5.273

Atomic partial charges in e from the Mulliken method, atoms 1 to 4: -0.67 -0.61 -0.64 -0.60


--- b ---
Density functional theory data (ωB97M-V/def2-TZVPD) for a 15-piece molecular cluster, C5H39NO15 overall.

net charge: 0

Geometry (Å):
O: -2.842 1.274 -2.025
O: 2.333 0.902 -2.912
O: -0.014 4.566 1.145
O: -1.092 1.813 -4.087
O: -1.763 -3.537 1.756
O: -1.873 -1.259 -1.538
O: -2.001 1.442 1.974
O: 0.782 -4.239 2.682
O: 0.770 2.674 -1.495
O: 0.443 2.360 2.634
O: -2.756 -1.071 1.117
O: 0.262 -0.753 -3.428
O: 2.305 2.994 0.700
O: -1.677 2.902 -0.249
O: 0.032 -4.456 -0.074
N: 1.245 -1.570 0.075
C: 0.734 -1.185 2.497
C: 0.198 -0.699 -0.517
C: 2.384 -1.694 -0.843
C: 1.743 -1.024 1.352
C: -0.676 -1.530 -1.432
H: 0.965 -2.011 3.164
H: 0.586 -3.660 -0.144
H: -2.610 0.334 -1.802
H: 2.960 -0.752 -0.957
H: 3.029 -2.520 -0.494
H: 2.005 0.048 1.261
H: 0.131 3.209 2.241
H: -1.828 2.370 0.575
H: -1.246 -3.868 0.969
H: -0.317 -0.079 -3.819
H: -2.411 -1.936 1.455
H: 0.625 0.152 -1.063
H: -1.844 1.678 -3.482
H: -0.251 -2.395 -1.934
H: 2.653 -1.589 1.578
H: -2.316 0.540 1.725
H: -0.179 -4.061 2.710
H: 1.129 -0.297 -3.323
H: -2.541 -1.084 0.163
H: 2.050 -1.955 -1.859
H: -0.387 -0.273 0.299
H: 1.836 1.577 -2.384
H: 2.677 1.389 -3.669
H: -1.119 1.444 2.407
H: 1.189 -3.447 2.317
H: -0.576 4.081 0.507
H: -2.141 2.444 -0.977
H: 0.681 2.520 3.553
H: -0.302 -1.343 2.142
H: -0.133 2.714 -1.089
H: -3.801 1.255 -2.126
H: -0.496 5.386 1.302
H: -2.484 -4.177 1.811
H: 1.773 2.568 1.408
H: -0.453 2.323 -3.572
H: 2.069 3.928 0.764
H: 0.683 -0.304 3.117
H: 0.465 -4.958 0.633
H: 1.392 2.839 -0.738

Atomic partial charges in e from the Mulliken method, atoms 1 to 4: -0.77 -0.64 -0.66 -0.75


Energy ordering: b at the bottom, the next structure 0.1119 hartree above.


--- a ---
Density functional theory data (ωB97M-V/def2-TZVPD) for a 2-piece molecular cluster, CH7N4 overall.

net charge: +1

Geometry (Å):
N: 0.394 -0.621 0.852
N: 0.373 0.200 -2.217
N: -0.908 -0.887 1.167
N: 0.880 0.394 1.480
C: -0.308 0.344 -1.131
H: 0.867 -0.627 -2.314
H: -1.169 -0.378 2.034
H: -1.064 1.071 -1.074
H: 1.872 0.335 1.431
H: 0.147 0.850 -3.020
H: 0.312 1.087 2.011
H: -1.396 -1.768 0.782

Atomic partial charges in e from the Mulliken method, atoms 1 to 4: 0.17 -0.28 -0.35 -0.22


--- b ---
Density functional theory data (ωB97M-V/def2-TZVPD) for CH7N4 as an isolated structure.

net charge: +1

Geometry (Å):
N: -0.587 0.795 -0.136
N: 0.520 0.405 -0.106
N: 1.667 1.005 -0.183
N: 0.789 -1.383 0.376
C: -1.825 0.194 0.001
H: -2.618 0.796 -0.508
H: -0.101 -1.782 0.334
H: -2.209 0.062 0.976
H: -1.644 -0.803 -0.441
H: 2.553 0.423 -0.097
H: 1.534 -1.714 -0.405
H: 1.920 2.001 0.189

Atomic partial charges in e from the Mulliken method, atoms 1 to 4: -0.26 0.88 -0.66 -0.52


Energy ordering: a at the bottom, the next structure 0.0260 hartree above.


--- a ---
Density functional theory data (ωB97M-V/def2-TZVPD) for an isolated ion of composition C5H11IN3 and charge +1.

SMILES: CC(C)NCN=[N+]=CI
net charge: +1

Geometry (Å):
I: 3.694 -0.680 -0.148
N: 2.120 1.714 0.656
N: 0.245 0.195 -0.511
N: 1.360 2.333 0.002
C: 0.359 1.499 -0.753
C: 2.400 0.549 1.164
C: -0.511 -1.695 0.767
C: -2.112 -0.382 -0.807
C: -0.899 -0.289 0.257
H: -1.887 -0.739 -1.871
H: -2.502 0.570 -0.981
H: -1.079 -1.733 1.678
H: 0.531 -1.607 1.010
H: -0.638 2.083 -0.779
H: -0.841 -2.574 0.043
H: -2.864 -1.169 -0.370
H: 0.997 -0.418 -0.788
H: 0.553 1.890 -1.851
H: 2.367 0.220 2.154
H: -1.292 0.234 1.128

Atomic partial charges in e from the Mulliken method, atoms 1 to 4: 0.27 0.31 -0.11 -0.29


--- b ---
Density functional theory data (ωB97M-V/def2-TZVPD) for a 2-piece molecular cluster, C5H11IN3 overall.

net charge: +1

Geometry (Å):
I: 0.731 2.581 1.617
N: 1.638 -2.098 -0.157
N: 0.881 -0.441 1.284
N: 0.417 -0.224 0.098
C: -1.760 0.783 1.429
C: -0.829 1.578 0.572
C: -1.160 2.108 -0.797
C: 0.706 -1.083 -0.785
C: 1.509 -1.731 1.347
H: -2.522 1.310 1.922
H: 0.493 -1.090 -1.928
H: -2.483 0.262 0.707
H: 0.877 -2.462 1.821
H: 1.185 -3.064 -0.228
H: -2.015 1.682 -1.210
H: -0.362 1.896 -1.463
H: 2.573 -2.284 -0.754
H: -1.204 3.308 -0.814
H: -1.268 0.354 2.213
H: 2.453 -1.670 1.958

Atomic partial charges in e from the Mulliken method, atoms 1 to 4: 0.36 -0.27 -0.67 0.34


Energy ordering: a at the bottom, the next structure 0.0203 hartree above.


--- a ---
Density functional theory data (ωB97M-V/def2-TZVPD) for C14H10FeN2O5 as an isolated structure.

net charge: 0
spin multiplicity: 5
<S²>: 6.189

Geometry (Å):
Fe: -1.835 1.075 -0.651
O: 0.838 -2.606 2.178
O: -3.402 -1.381 -0.565
O: -4.004 1.505 -2.540
O: 3.760 -4.977 -0.342
O: -0.551 -0.311 -2.945
N: 1.914 -1.425 0.517
N: 2.399 -3.688 0.941
C: 2.965 -1.476 -0.295
C: -2.748 -0.408 -0.502
C: -1.067 2.995 -0.605
C: -1.711 1.028 1.512
C: -1.036 0.283 -2.058
C: 3.674 -2.594 -0.695
C: 0.520 1.516 0.513
C: -2.184 3.021 0.263
C: -0.454 0.648 1.017
C: -3.113 1.481 -1.778
C: 1.652 -2.543 1.270
C: -2.297 2.294 1.430
C: 0.243 2.640 -0.205
C: 3.336 -3.851 -0.082
H: 1.081 3.244 -0.567
H: -2.186 0.321 2.188
H: -2.993 2.630 2.220
H: 3.301 -0.519 -0.692
H: 2.162 -4.511 1.476
H: 1.556 1.212 0.665
H: -2.955 3.756 0.057
H: -0.122 -0.364 1.254
H: 4.435 -2.574 -1.459
H: -1.179 3.578 -1.519

Atomic partial charges in e from the Mulliken method, atoms 1 to 4: 0.18 -0.55 -0.42 -0.43


--- b ---
Density functional theory data (ωB97M-V/def2-TZVPD) for C14H10FeN2O5 as an isolated structure.

net charge: 0
spin multiplicity: 5
<S²>: 6.162

Geometry (Å):
Fe: 3.276 -2.541 -2.622
O: -2.117 1.018 1.975
O: 2.169 1.011 0.490
O: 2.801 0.256 -3.539
O: 0.352 -2.284 -2.877
O: 3.210 -3.614 -5.287
N: 1.123 -1.053 0.607
N: -0.023 0.952 1.071
C: 4.886 -2.418 -1.220
C: 3.329 -3.290 -4.190
C: -1.219 -1.072 1.151
C: 2.617 -4.236 -0.286
C: -0.062 -1.654 0.703
C: 1.186 0.317 0.702
C: 3.836 -1.585 -0.685
C: 1.490 -2.502 -2.700
C: 2.612 -3.258 0.673
C: 4.665 -3.721 -1.661
C: 2.988 -1.908 0.433
C: 3.061 -0.775 -3.079
C: -1.223 0.344 1.456
C: 3.322 -4.241 -1.543
H: 2.021 -5.132 -0.066
H: 0.049 1.960 1.220
H: 5.865 -1.951 -1.407
H: 5.428 -4.283 -2.225
H: 4.033 -0.500 -0.724
H: 2.996 -1.179 1.232
H: -0.077 -2.694 0.399
H: 3.081 -5.095 -2.180
H: -2.107 -1.649 1.345
H: 2.184 -3.498 1.658

Atomic partial charges in e from the Mulliken method, atoms 1 to 4: 0.30 -0.59 -0.53 -0.35


Energy ordering: a at the bottom, the next structure 0.0369 hartree above.